Run P
An isolated molecule of C2H3NO2, computed with ωB97M-V with the def2-TZVPD basis set.

```
8
Properties=species:S:1:pos:R:3
O -1.31127 0.29139 1.20127
O 1.48753 0.73776 -1.31655
H 0.51878 1.22526 0.42288
C -1.04518 -0.73039 0.63592
H 0.46484 -1.33848 -1.06206
N 0.12405 -0.72091 -0.14400
C 0.74480 0.50175 -0.36854
H -1.45979 -1.70177 0.96515
```

Output
HOMO energy ... -10.314 eV
Structure (SMILES) ... O=CNC=O

Run Q
An isolated molecule of C2H3NO2, computed with ωB97M-V with the def2-TZVPD basis set.

```
8
Properties=species:S:1:pos:R:3
H -2.09461 -0.46423 0.07576
C 1.18387 0.22679 0.03790
H -0.25714 -0.22561 1.53135
O -0.97668 0.11236 -1.51922
O 1.82220 1.11690 0.52526
C -1.11824 -0.19481 -0.35715
N -0.07189 -0.21310 0.53720
H 1.51249 -0.35830 -0.83111
```

Output
HOMO energy ... -10.522 eV
Structure (SMILES) ... O=CNC=O

Run R
An isolated molecule of C2H3NO2, computed with ωB97M-V with the def2-TZVPD basis set.

```
8
Properties=species:S:1:pos:R:3
C 0.58050 -0.04235 -0.17944
C -1.38411 -0.72040 -1.22085
H -0.03112 0.93161 1.52073
O -0.70689 -0.65283 -0.08976
H -2.30532 -1.25166 -0.87486
O 1.35509 -0.27499 -1.05728
N 0.74546 0.73816 0.90993
H 1.58435 1.29213 0.97740
```

Output
HOMO energy ... -9.070 eV

Run S
An isolated molecule of C2H3NO2, computed with ωB97M-V with the def2-TZVPD basis set.

```
8
Properties=species:S:1:pos:R:3
C -0.78411 0.51274 -0.59293
N 0.29038 0.52120 0.26822
H -0.04490 -1.37574 -0.11188
H 0.64191 1.41555 0.61122
O 1.64428 -1.18044 1.21889
O -1.24736 -0.52244 -1.03645
H -1.22593 1.47208 -0.87942
C 0.72573 -0.84295 0.52234
```

Output
HOMO energy ... -9.884 eV
Structure (SMILES) ... O=CNC=O

Which structure is most stable, and how do the rest compare? From most to least stable: run Q, run S, run P, run R.

Run P
An isolated molecule of C2H3NO2, computed with ωB97M-V with the def2-TZVPD basis set.

```
8
Properties=species:S:1:pos:R:3
H 1.20635 1.14272 -0.42580
H 0.06461 -2.16589 0.65964
C -0.00854 -1.18162 0.38793
C 0.23105 0.95318 -0.05251
O -0.86341 -0.82164 -0.96628
H -0.25948 1.69896 0.51636
N 0.51469 -0.16332 0.80651
O -0.88527 0.53762 -0.92584
```

Output
HOMO energy ... -9.286 eV
Structure (SMILES) ... C1=NCOO1

Run Q
A cluster of 2 separate species, C2H3NO2 in total, computed with ωB97M-V with the def2-TZVPD basis set.

```
8
Properties=species:S:1:pos:R:3
H -0.30364 0.78477 -1.08617
H 0.10278 -1.05711 1.55294
O 2.02369 -1.10603 -1.22147
C 1.17409 -0.35963 -1.33844
O -1.00074 1.11050 -0.46488
C -0.85308 0.36426 0.62828
H -1.56982 0.62879 1.40898
N 0.03867 -0.53496 0.69058
```

Output
HOMO energy ... -10.170 eV

Run R
A cluster of 2 separate species, C2H3NO2 in total, computed with ωB97M-V with the def2-TZVPD basis set.

```
8
Properties=species:S:1:pos:R:3
N -0.59427 -1.34712 -0.20596
O -1.80693 0.12468 0.01611
C 1.42881 0.02931 0.24500
C 0.44682 -0.81659 0.00021
O -1.12219 1.22243 0.20546
H 1.92936 0.52106 -0.57264
H -2.07931 0.08186 -0.93188
H 1.79771 0.18437 1.24371
```

Output
HOMO energy (spin up / spin down) ... -10.287 / -9.243 eV

Which structure is most stable, and how do the rest compare? From most to least stable: run Q, run P, run R.

Run P
An isolated molecule of C2H3NO2, computed with ωB97M-V with the def2-TZVPD basis set.

```
8
Properties=species:S:1:pos:R:3
C 0.52997 -0.14427 0.44078
H 0.44301 0.91192 -1.73568
C 0.19962 0.65283 -0.73204
N -0.83104 -0.54742 0.73016
O -1.36649 0.12538 -0.42457
H -0.95947 -1.54915 0.58117
O 0.58401 1.25788 0.40965
H 1.40040 -0.70717 0.73054
```

Output
HOMO energy ... -9.231 eV
Structure (SMILES) ... N1O[C@H]2O[C@@H]12

Run Q
A structure of composition C2H3NO2, computed with ωB97M-V with the def2-TZVPD basis set.

```
8
Properties=species:S:1:pos:R:3
N -0.30179 -0.81652 0.52350
C 0.18020 0.55611 0.65623
H 0.49682 -0.33788 -1.51234
H 1.62192 -0.95751 -0.12487
C 0.72950 -0.32331 -0.38491
O -1.46144 0.96095 -0.21672
O -1.49941 -0.49677 -0.23155
H 0.23419 1.41492 1.29066
```

Output
HOMO energy ... -9.204 eV

Run R
A cluster of 2 separate species, C2H3NO2 in total, computed with ωB97M-V with the def2-TZVPD basis set.

```
8
Properties=species:S:1:pos:R:3
C 0.14270 -0.68173 1.05064
H 0.28916 0.03397 -0.58484
N 0.14378 -1.80026 3.24809
H -0.08472 1.91143 -1.70056
O 0.87471 -0.32143 0.01004
H -1.15330 1.09644 -2.59994
C 0.51193 -1.33370 2.22949
O -0.72426 1.09528 -1.65291
```

Output
HOMO energy ... -8.761 eV

Which structure is most stable, and how do the rest compare? From most to least stable: run R, run P, run Q.

Run P
A structure of composition C3H9N3O2, computed with ωB97M-V with the def2-TZVPD basis set.

```
17
Properties=species:S:1:pos:R:3
H 0.01846 -2.02523 -1.58696
H 0.74976 -1.43090 0.11429
H 0.84058 1.06495 0.07727
H 1.25697 -0.74674 -1.49984
N -0.43965 0.35089 -2.77864
N -1.17864 0.66878 -1.84631
O -0.63038 1.01468 -3.94909
N -0.61232 -0.30680 -0.45784
O -2.01404 1.45673 -1.48072
C 0.48741 -1.26835 -0.89567
C -0.24920 0.40120 1.97127
H -0.30089 0.52356 -4.63871
H 0.02108 -0.67833 2.14127
C -0.14409 0.74924 0.44649
H -1.29459 0.57329 2.42815
H 0.38006 1.01975 2.59322
H -0.90146 1.42338 0.26385
```

Output
HOMO energy ... -9.483 eV

Run Q
A structure of composition C3H9N3O2, computed with ωB97M-V with the def2-TZVPD basis set.

```
17
Properties=species:S:1:pos:R:3
H -2.20322 -0.83711 -0.39067
O 0.68139 -1.42559 1.44372
H -0.28236 2.34001 0.72101
C -0.44960 -0.02563 0.05019
H -1.01796 -1.85459 0.32427
N -1.22543 -1.07222 -0.29147
H -1.43024 0.51503 -2.56709
N -0.97534 1.36780 -0.71585
H -1.41885 2.27941 -2.54727
H 2.73131 -1.55624 1.14340
C -0.91111 1.38632 -2.16333
H 2.20931 -0.92699 2.73910
H 0.12212 1.40921 -2.52208
C 1.97313 -1.63687 1.93506
N 0.59173 0.14908 0.70863
H 2.02764 -2.65239 2.35695
O -0.42255 2.54074 -0.22458
```

Output
HOMO energy ... -8.352 eV

Which structure is most stable, and how do the rest compare? From most to least stable: run Q, run P.

Run P
A cluster of 2 separate species, C3H9N3O2 in total, computed with ωB97M-V with the def2-TZVPD basis set.

```
17
Properties=species:S:1:pos:R:3
N -1.00223 1.13740 1.98707
H 1.97629 -2.02650 -0.51131
O 0.72308 2.00442 -1.14108
C 0.45726 1.45368 0.08712
C -0.02531 -1.71784 -0.45144
H 0.01861 2.63949 -1.35790
H -1.60435 1.92919 0.19384
H -1.95007 0.79640 2.13621
H -0.31716 0.49169 2.37504
H 1.35489 1.08005 0.56590
C -0.74645 1.48084 0.68790
H -0.88435 -1.14860 -2.14517
O -1.07020 -2.05952 0.09948
H 0.65829 -0.50717 -1.89420
H 1.18509 -2.38068 0.99411
N 1.19515 -1.88519 0.11238
N 0.03147 -1.28765 -1.73796
```

Output
HOMO energy ... -7.603 eV
Structure (SMILES) ... N/C=C/O.NC(N)=O

Run Q
A cluster of 2 separate species, C3H9N3O2 in total, computed with ωB97M-V with the def2-TZVPD basis set.

```
17
Properties=species:S:1:pos:R:3
H -2.74362 1.51406 -0.51414
C -0.94687 1.07041 -1.22604
O -0.47674 -0.25709 1.77139
H -1.49131 2.20519 0.36640
N 1.71863 -0.53787 1.34285
C 0.12717 -1.99283 0.22827
H -0.93857 -2.17982 0.17335
H 1.96696 0.11479 2.06019
H 2.43538 -1.13894 0.97335
H 0.47383 -1.73675 -0.77376
H 0.96420 0.96131 -1.76074
C 0.40047 -0.86243 1.18803
H 0.60651 2.32598 -0.84627
O -1.32590 0.16555 -1.93611
N 0.39648 1.35173 -1.02839
N -1.80667 1.90294 -0.54119
H 0.64006 -2.90623 0.52281
```

Output
HOMO energy ... -9.772 eV
Structure (SMILES) ... CC(N)=O.NC(N)=O

Run R
A cluster of 2 separate species, C3H9N3O2 in total, computed with ωB97M-V with the def2-TZVPD basis set.

```
17
Properties=species:S:1:pos:R:3
H 1.83267 -1.89688 1.79644
H 2.27024 -2.21285 0.10215
O -1.30362 -1.67201 -1.14331
C -0.08305 -1.19567 -0.83770
C -1.23042 2.28098 -0.65486
H -0.34602 -1.47656 1.17656
H -1.59530 -2.16358 -0.33254
H 2.07999 -0.53492 0.67269
H 0.64430 2.33204 0.90636
H -1.14705 1.67535 -1.55944
O 0.61985 -0.61863 -1.61910
C 1.70502 -1.56373 0.77003
N -0.96886 1.40818 0.44756
H -0.53137 3.12822 -0.70812
N 0.01514 1.52799 1.14492
N 0.29924 -1.64475 0.41636
H -2.26076 2.62681 -0.57802
```

Output
HOMO energy ... -9.279 eV
Structure (SMILES) ... [H]/N=N\C.CNC(=O)O

Which structure is most stable, and how do the rest compare? From most to least stable: run Q, run P, run R.

Run P
An isolated molecule of C3H9N3O2, computed with ωB97M-V with the def2-TZVPD basis set.

```
17
Properties=species:S:1:pos:R:3
N -0.42983 -1.18778 -1.10865
C -0.17654 -0.65889 0.01937
H 0.85444 2.66861 -0.89662
H -1.82612 -2.27199 1.78379
H 2.02192 0.52779 -0.63371
H 1.97348 -0.47719 0.63160
H -0.37992 -0.80738 2.30132
H 0.01654 0.90449 1.21857
C 0.42008 0.73053 0.21086
H -1.03156 2.41562 -0.78124
H -0.65720 0.32330 -1.58592
C -0.00907 1.90853 -0.97213
O -0.13806 1.09416 -2.24732
H -1.10771 -2.01730 -1.13982
N 1.88854 0.59930 0.34382
O -0.92314 -2.55481 1.60317
N -0.49584 -1.19700 1.25291
```

Output
HOMO energy ... -9.385 eV
Structure (SMILES) ... [H]/N=C(\NO)[C@@H](N)CO

Run Q
A cluster of 2 separate species, C3H9N3O2 in total, computed with ωB97M-V with the def2-TZVPD basis set.

```
17
Properties=species:S:1:pos:R:3
H -1.72375 0.37928 -0.48143
H 1.95046 -1.59616 -1.50956
N -1.06884 1.07727 1.73715
H 1.04223 -3.01476 -0.90030
C 0.45897 -1.19197 -0.01899
H 1.22203 1.25209 -1.68954
O -0.02648 -0.16064 -0.79126
H -0.91781 0.06219 1.56945
H -0.48931 1.53861 2.42154
H 2.29095 -2.27287 0.10087
C 1.51385 -2.06284 -0.63229
O -0.08583 -1.44988 1.04204
C 1.03718 0.82867 -0.70740
N -1.50578 1.87600 0.81221
H -2.38001 1.92171 -0.88766
N -2.15937 1.26740 -0.14938
H 0.84151 1.54588 0.08455
```

Output
HOMO energy (spin up / spin down) ... -5.912 / -6.680 eV

Run R
A cluster of 2 separate species, C3H9N3O2 in total, computed with ωB97M-V with the def2-TZVPD basis set.

```
17
Properties=species:S:1:pos:R:3
H 3.10158 -1.25456 0.01099
H 2.02166 -2.51639 -0.98554
H -0.31326 1.91487 -1.77643
H 0.30693 1.48300 0.95246
C 2.13799 -1.73124 -0.25163
H 0.18120 0.45393 2.29985
H -1.24525 0.49393 -2.35082
C -2.06518 0.36817 0.41013
C -0.74613 0.95249 -1.49033
O 1.65107 0.01511 1.04994
N -1.70822 1.20994 -0.44879
H -2.86547 0.64394 1.09015
N 1.14117 -1.23154 0.30580
H 0.09602 0.29010 -1.25076
H -0.84077 -1.10932 0.15217
O -1.64883 -0.88515 0.65492
N 0.79549 0.90268 1.62789
```

Output
HOMO energy ... -9.606 eV
Structure (SMILES) ... C/N=C\O.C=NON

Which structure is most stable, and how do the rest compare? From most to least stable: run R, run Q, run P.

Run P
An isolated molecule of C3H5ClS, computed with ωB97M-V with the def2-TZVPD basis set.

```
10
Properties=species:S:1:pos:R:3
H -2.01839 -2.03851 -1.08654
H -1.87285 -0.77411 0.13721
C 0.45055 0.19328 0.08358
H 2.00872 1.24617 1.05941
S 0.03432 -0.72165 -1.22183
Cl 1.22004 2.90594 -0.51177
C 1.52226 1.09975 0.16437
C -1.49256 -1.10125 -0.81654
H 2.30137 0.79011 -0.50056
H -0.14708 0.27493 0.90979
```

Output
HOMO energy (spin up / spin down) ... -8.071 / -8.152 eV

Run Q
A cluster of 2 separate species, C3H5ClS in total, computed with ωB97M-V with the def2-TZVPD basis set.

```
10
Properties=species:S:1:pos:R:3
S -2.93457 0.25476 -0.03916
H 0.52429 1.14385 -1.85588
C -0.36772 -0.20065 -0.26752
H 0.56851 -0.63049 1.56051
Cl 1.95455 1.36024 0.07144
H -0.43454 1.67805 -0.59411
C 0.07685 -1.13033 0.69889
H -0.63632 -1.77846 0.97618
H 0.88007 -1.64074 0.20992
C 0.36888 0.94377 -0.76029
```

Output
HOMO energy (spin up / spin down) ... -8.548 / -8.545 eV

Run R
A cluster of 2 separate species, C3H5ClS in total, computed with ωB97M-V with the def2-TZVPD basis set.

```
10
Properties=species:S:1:pos:R:3
Cl 2.58535 -0.92257 0.19981
C -1.32613 -0.18382 -0.50629
H 0.36720 -0.44497 1.92310
H -2.14071 -0.76985 -0.92518
H -0.09991 1.97264 0.75305
H 0.25367 -1.62335 -0.76277
C 1.11294 0.03596 -0.03278
C -0.07794 -0.62463 -0.47173
H -1.70326 0.80652 -0.11437
S 1.02880 1.75408 -0.06283
```

Output
HOMO energy (spin up / spin down) ... -8.056 / -9.579 eV

Which structure is most stable, and how do the rest compare? From most to least stable: run P, run R, run Q.

Run P
An isolated molecule of C2H6N4S, computed with ωB97M-V with the def2-TZVPD basis set.

```
13
Properties=species:S:1:pos:R:3
H 1.27640 -0.90493 -0.08912
S -1.28799 0.01922 0.55843
H -2.27431 -2.39934 0.47244
H -0.18890 1.39266 -1.56866
N 0.76347 -1.74493 0.03559
H 1.21756 3.28946 0.15217
H 1.00325 -2.58781 -0.45457
N -1.36535 -2.63751 0.29697
H 0.32575 1.42412 1.31551
C -0.59349 -1.64445 0.26924
C 0.24970 1.84395 -0.67706
N 0.86831 2.93474 -0.74438
N 0.00558 1.01482 0.43345
```

Output
HOMO energy ... -9.433 eV
Structure (SMILES) ... [H]/N=C\NS/C(N)=N\[H]

Run Q
An isolated molecule of C2H6N4S, computed with ωB97M-V with the def2-TZVPD basis set.

```
13
Properties=species:S:1:pos:R:3
N 0.54481 1.61266 -0.04834
H -0.14859 1.78664 0.67601
S -0.83394 -1.71541 -1.40229
C 0.65911 0.36464 -0.58559
N 1.62067 -0.12584 -1.31242
H 2.39843 0.48651 -1.42252
N -0.42068 -0.50448 -0.31853
H 0.39342 -2.38745 -1.56869
N -1.21024 0.40694 1.67327
C -1.14568 -0.60856 0.86365
H -1.52065 -1.66067 0.99270
H -1.72603 0.13884 2.51566
H 1.38935 2.20618 -0.06292
```

Output
HOMO energy ... -8.909 eV
Structure (SMILES) ... [H]/N=C/N(S)/C(N)=N/[H]

Run R
A cluster of 2 separate species, C2H6N4S in total, computed with ωB97M-V with the def2-TZVPD basis set.

```
13
Properties=species:S:1:pos:R:3
N 2.29148 -2.23870 3.39004
H 1.19095 -0.41907 -0.37301
S -0.28698 -0.26043 1.09211
H 0.76096 0.31885 3.13105
N 0.85770 0.45688 0.02754
N 0.76781 -0.48924 2.49379
H -2.63328 0.32933 -1.52599
H -0.14347 0.51711 -3.10714
H 0.32390 0.91352 -0.62963
C 1.56676 -1.42951 3.01100
C -1.75358 0.72482 -2.27597
H -2.20629 1.57094 -2.77568
N -0.73597 0.00552 -2.45811
```

Output
HOMO energy ... -9.387 eV
Structure (SMILES) ... N#CNSN.C=N

Which structure is most stable, and how do the rest compare? From most to least stable: run P, run Q, run R.